Entry 1:
A 3-piece molecular cluster, C4H12O4 overall in a non-equilibrium geometry, computed with ωB97M-V/def2-TZVPD.

Computed properties:
* HOMO-LUMO gap: 5.9 eV
* energy relative to the best compared isomer or geometry (same formula, charge and spin): 28.5 kcal per mole
* charge: -2

```
20
C4H12O4 | the Open Molecules 2025 dataset | ωB97M-V/def2-TZVPD
C 1.5350 2.7844 -1.0492
O 2.7058 3.1456 -0.6285
C 1.4475 1.2269 -0.8842
C 0.1406 0.7861 -0.0234
C -0.0314 -0.8040 0.0424
O -1.1688 -1.1208 0.7185
H 0.7830 3.2911 -0.4477
H 1.2150 2.9999 -2.1347
H 2.4295 0.9496 -0.4223
H 1.4070 0.7870 -1.9367
H 0.4313 1.1056 0.9975
H -0.5850 1.4331 -0.4658
H 0.9233 -1.2442 0.4803
H -0.1633 -1.2256 -1.0367
H -2.0964 -1.6066 -0.1370
H -2.2738 -1.4163 -1.6705
O -2.7112 -2.0458 -1.0657
H -1.3868 -3.5659 2.0617
H -0.9715 -2.0651 2.1345
O -1.1086 -2.9043 2.7337
```

Entry 2:
A 3-piece molecular cluster, C5H14NO overall in a non-equilibrium geometry, computed with ωB97M-V/def2-TZVPD.

Computed properties:
* HOMO-LUMO gap (spin up / spin down): 9.8 / 6.5 eV
* expectation value of S²: 0.753
* spin multiplicity: 2
* energy relative to the best compared isomer or geometry (same formula, charge and spin): 65.5 kcal per mole
* charge: 0

```
21
C5H14NO | the Open Molecules 2025 dataset | ωB97M-V/def2-TZVPD
C -0.0417 -1.5940 0.6498
C 0.2211 -0.9409 -0.7190
C -1.2196 -1.0130 -0.2194
C -1.8968 0.1954 0.4838
C -1.8225 1.4088 -0.5393
N 3.1595 0.1243 -0.4862
H 0.2045 -1.1396 1.6009
H 0.0159 -2.6710 0.6118
H 0.7570 -0.0024 -0.8129
H 0.5002 -1.6937 -1.4292
H -1.9445 -1.6772 -0.7219
H -2.9359 -0.0565 0.7671
H -0.7761 1.7414 -0.5697
H -2.4023 2.2869 -0.1882
H -2.3165 1.1491 -1.4914
H -1.3856 0.3667 1.4642
H 3.9348 -0.4512 -0.2113
H 3.4498 0.9525 -1.0699
H 1.1693 1.6773 1.6465
H 2.4200 0.3623 0.2000
O 0.9093 0.9748 1.0342
```

Entry 3:
An isolated molecule of C7H17N in a non-equilibrium geometry, computed with ωB97M-V/def2-TZVPD.

Computed properties:
* HOMO-LUMO gap: 9.3 eV
* SMILES string: CCCCN(C)CC
* energy relative to the best compared isomer or geometry (same formula, charge and spin): 68.0 kcal per mole
* charge: 0

```
25
C7H17N | the Open Molecules 2025 dataset | ωB97M-V/def2-TZVPD
C 2.5655 -2.0109 1.4014
C 1.3279 -1.5314 2.0849
C 0.5769 -0.2569 1.4419
C -0.2614 -0.6320 0.1334
N -0.4558 0.4769 -0.8489
C -0.9209 -0.0346 -2.2122
C -1.3218 1.5179 -0.3254
C -1.6941 2.5642 -1.3890
H 2.4600 -2.0970 0.3195
H 3.4622 -1.4770 1.6106
H 2.5715 -3.1314 1.5953
H 1.9783 -1.0756 2.9547
H 0.6041 -2.2661 2.2462
H -0.2050 0.2328 2.0957
H 1.3418 0.5041 1.2699
H 0.3502 -1.3701 -0.4014
H -1.3388 -0.9129 0.4204
H -0.8037 -1.0566 -2.5312
H -1.8894 0.4351 -2.4364
H -0.2124 0.4030 -2.9930
H -2.2570 1.1160 0.1356
H -0.8609 2.0444 0.5742
H -1.6653 2.1501 -2.4277
H -2.5616 3.2086 -1.1850
H -0.7903 3.1995 -1.5337
```

Entry 4:
A 2-piece molecular cluster, CH5IN3S overall in a non-equilibrium geometry, computed with ωB97M-V/def2-TZVPD.

Computed properties:
* HOMO-LUMO gap (spin up / spin down): 6.3 / 6.7 eV
* energy relative to the best compared isomer or geometry (same formula, charge and spin): 49.4 kcal per mole
* charge: +1

```
11
CH5IN3S | the Open Molecules 2025 dataset | ωB97M-V/def2-TZVPD
C 0.4945 0.8171 -0.1012
N 1.7777 0.3910 0.1048
N -0.6047 -0.0004 -0.1763
N -0.3753 -1.2978 -0.0686
S 0.3448 2.5251 -0.1951
I -4.0559 0.4143 -0.1307
H 2.0199 -0.4783 0.6034
H 2.5628 0.9477 -0.1194
H -1.5153 0.2706 0.0570
H -1.1456 -1.8455 0.2300
H 0.4970 -1.7437 -0.2037
```

Entry 5:
An isolated molecule of C8H5NOS3 in a non-equilibrium geometry, computed with ωB97M-V/def2-TZVPD.

Computed properties:
* HOMO-LUMO gap: 7.1 eV
* energy relative to the best compared isomer or geometry (same formula, charge and spin): 0.0 kcal per mole
* charge: 0

```
18
C8H5NOS3 | the Open Molecules 2025 dataset | ωB97M-V/def2-TZVPD
C -0.7796 -1.1273 0.0099
C -1.2974 -2.1665 -0.7900
C -0.0417 -0.1690 -0.6880
C 0.0456 -0.4892 -2.0232
C 0.7547 0.3392 -2.8731
C -0.6752 2.8999 -0.2257
C 0.6896 0.9355 -0.0913
C 1.3286 1.6733 -1.3118
N -0.3698 1.8380 0.5118
O 0.7793 0.6381 -4.0164
S -1.8793 3.9830 0.2058
S -0.7536 -1.9855 -2.4171
S 0.1873 3.0240 -1.6975
H -1.0215 -1.0927 1.0494
H -1.8418 -3.1345 -0.7407
H 1.3902 0.6990 0.6191
H 2.3313 2.1128 -1.3207
H -0.5915 1.6976 1.4753
```

Entry 6:
C18H20BF2FeN4O2S as an isolated structure, computed with ωB97M-V/def2-TZVPD.

Computed properties:
* HOMO-LUMO gap (spin up / spin down): 6.1 / 6.7 eV
* expectation value of S²: 0.824
* spin multiplicity: 2
* energy relative to the best compared isomer or geometry (same formula, charge and spin): 10.5 kcal per mole
* charge: 0

```
49
C18H20BF2FeN4O2S | the Open Molecules 2025 dataset | ωB97M-V/def2-TZVPD
Fe -0.0868 -0.6869 0.1126
O -1.6337 -0.4065 -1.2784
C -2.3671 -1.4287 -1.8737
C -3.4145 -1.0601 -2.7073
C -4.2069 -2.0160 -3.3121
C -3.9604 -3.3627 -3.0716
C -2.9348 -3.7199 -2.2236
C -2.1073 -2.7743 -1.5958
C -1.0957 -3.2955 -0.6925
N -0.2263 -2.5757 -0.0648
C 0.6434 -3.2847 0.8886
C 1.7942 -2.3608 1.2595
N 1.2197 -1.0445 1.4708
C 1.5058 -0.3412 2.4970
C 0.9528 0.9773 2.7480
C 1.6526 1.8313 3.6103
C 1.2456 3.1269 3.8413
C 0.0893 3.5812 3.1961
C -0.6335 2.7618 2.3602
C -0.2566 1.4145 2.1147
O -0.9457 0.6551 1.3324
H -3.6071 -0.0083 -2.8734
H -5.0161 -1.7098 -3.9611
H -4.5716 -4.1252 -3.5351
H -2.7491 -4.7679 -2.0209
H -1.1290 -4.3732 -0.5314
H 1.0086 -4.2227 0.4629
H 0.0535 -3.5138 1.7806
H 2.4802 -2.2878 0.4116
H 2.3414 -2.7278 2.1337
H 2.2320 -0.7184 3.2227
H 2.5484 1.4525 4.0930
H 1.8010 3.7728 4.5072
H -0.2476 4.5993 3.3550
H -1.5331 3.1141 1.8706
F -1.1231 0.5928 -3.3604
B -1.1455 0.6557 -2.0311
F -1.0251 1.8528 -1.4698
C 2.2108 3.4513 -0.0101
N 1.7696 2.1075 -0.3148
C 2.0369 1.4397 -1.4225
N 2.8270 2.0161 -2.3442
S 1.4325 -0.1362 -1.6773
H 1.8451 3.7045 0.9817
H 1.8060 4.1752 -0.7228
H 3.3017 3.5166 -0.0041
H 1.1536 1.6415 0.3374
H 3.1164 2.9756 -2.2729
H 2.9485 1.5330 -3.2162
```

Entry 7:
C21H58AgN5O6 as an isolated structure in a non-equilibrium geometry, computed with ωB97M-V/def2-TZVPD.

Computed properties:
* HOMO-LUMO gap: 3.6 eV
* energy relative to the best compared isomer or geometry (same formula, charge and spin): 185.5 kcal per mole
* charge: 0

```
91
C21H58AgN5O6 | the Open Molecules 2025 dataset | ωB97M-V/def2-TZVPD
Ag -0.5803 -4.5656 1.6627
C -0.0471 0.5509 1.1532
O -0.7816 -0.5606 0.7792
H -0.4765 1.5397 0.9920
H 0.1345 0.4551 2.2237
H 0.9280 0.4263 0.6824
C -5.0699 2.6853 4.1436
C -5.5778 2.7220 2.6862
C -5.1181 3.9520 1.9154
O -5.7062 5.0888 2.4648
C -5.8186 6.1571 1.5493
N -5.2048 1.4114 2.1271
H -5.3013 3.6068 4.6778
H -3.9822 2.6268 4.1830
H -5.5747 1.9007 4.7074
H -6.6661 2.7715 2.6527
H -5.3487 3.8167 0.8587
H -4.0299 3.9745 1.9741
H -6.5691 5.8674 0.8139
H -4.9145 6.3824 0.9835
H -6.2795 7.0158 2.0373
H -4.2175 1.2111 2.0547
H -5.3618 1.3555 1.1309
C -4.3881 -0.4672 -5.6334
C -3.4096 -0.1519 -4.5344
C -3.1965 1.3398 -4.3554
O -2.5507 1.7634 -5.5276
C -1.1631 1.4574 -5.7410
N -4.0112 -0.7847 -3.3378
H -5.3990 -0.0662 -5.5609
H -4.5236 -1.5200 -5.8811
H -3.9729 -0.0609 -6.5557
H -2.4679 -0.6563 -4.7510
H -2.7333 1.6011 -3.4040
H -4.1474 1.8654 -4.2687
H -0.9700 0.6613 -6.4601
H -0.6473 1.2931 -4.7949
H -0.7533 2.3877 -6.1344
H -3.3129 -0.7969 -2.6081
H -4.0858 -1.7606 -3.5873
C 4.8870 2.7513 -2.9231
C 4.8695 3.8030 -3.9646
C 5.8628 4.9599 -3.7461
O 5.7598 5.5197 -2.4230
C 4.4762 6.0642 -2.1208
N 5.1777 3.0618 -5.2022
H 5.8280 2.2172 -2.7917
H 4.1397 1.9844 -3.1269
H 4.6373 3.1780 -1.9517
H 3.8478 4.1644 -3.8481
H 5.6650 5.8408 -4.3568
H 6.9035 4.6553 -3.8564
H 3.6099 5.4033 -2.0901
H 4.2695 6.8786 -2.8152
H 4.5727 6.4550 -1.1079
H 5.9287 2.3986 -5.0744
H 5.5004 3.6906 -5.9237
C -0.6216 -2.5544 8.0417
C -0.5663 -3.7551 7.0990
C -0.6132 -5.2067 7.7157
O 0.4273 -5.3650 8.6817
C 0.2442 -6.5194 9.5423
N -1.6112 -3.5796 6.0498
H -0.4413 -1.6649 7.4381
H 0.1826 -2.6184 8.7747
H -1.5818 -2.3580 8.5187
H 0.4433 -3.6506 6.7016
H -0.4118 -5.9377 6.9327
H -1.6170 -5.2601 8.1371
H 1.2557 -6.8340 9.7993
H -0.2664 -7.3922 9.1354
H -0.2087 -6.1774 10.4729
H -2.4320 -3.3655 6.5980
H -1.4412 -2.7201 5.5473
C 4.7798 -5.2149 -1.6684
C 3.9849 -3.8399 -1.7534
C 2.9661 -3.8349 -2.9950
O 3.5274 -4.0261 -4.2839
C 4.1305 -2.7973 -4.7226
N 3.2377 -3.7892 -0.4820
H 4.1333 -6.0580 -1.4250
H 5.4720 -5.1279 -0.8309
H 5.3453 -5.5210 -2.5485
H 4.7085 -3.0269 -1.8145
H 2.3582 -2.9301 -2.9893
H 2.2505 -4.6456 -2.8582
H 4.7032 -2.9516 -5.6371
H 4.7803 -2.3727 -3.9573
H 3.3720 -2.0364 -4.9060
H 2.9567 -2.8211 -0.5446
H 3.9142 -3.5693 0.2350
```

Entry 8:
An isolated molecule of C6H13N in a non-equilibrium geometry, computed with ωB97M-V/def2-TZVPD.

Computed properties:
* HOMO-LUMO gap: 9.4 eV
* SMILES string: CCN1CCCC1
* energy relative to the best compared isomer or geometry (same formula, charge and spin): 6.6 kcal per mole
* charge: 0

```
20
C6H13N | the Open Molecules 2025 dataset | ωB97M-V/def2-TZVPD
C 0.0465 -2.4661 -0.9775
C -0.7285 -1.4027 -0.2296
N 0.1621 -0.3902 0.3330
C -0.4564 0.4761 1.3473
C 0.2756 1.7940 1.2381
C 0.3420 1.9182 -0.2907
C 0.7362 0.5120 -0.7331
H 0.7858 -2.9084 -0.3040
H 0.6416 -2.0927 -1.8117
H -0.6113 -3.2181 -1.3352
H -1.4613 -0.9199 -0.8761
H -1.2709 -1.8633 0.5979
H -0.3721 -0.0400 2.2919
H -1.5265 0.6345 1.1511
H 1.2611 1.8747 1.6774
H -0.2975 2.6272 1.6538
H 1.0169 2.6631 -0.6857
H -0.6656 2.1323 -0.6564
H 1.8129 0.3596 -0.6767
H 0.3093 0.3097 -1.7140
```

Entry 9:
C9H25ClIMnN2OP2S as an isolated structure in a non-equilibrium geometry, computed with ωB97M-V/def2-TZVPD.

Computed properties:
* HOMO-LUMO gap (spin up / spin down): 6.2 / 8.4 eV
* expectation value of S²: 6.225
* spin multiplicity: 5
* charge: +2

```
43
C9H25ClIMnN2OP2S | the Open Molecules 2025 dataset | ωB97M-V/def2-TZVPD
C 0.0198 -0.1430 -4.6491
C -0.2200 -0.5342 -3.2468
H -0.3779 -0.9133 -5.3203
H 1.0994 -0.0295 -4.8223
H -0.4760 0.8159 -4.8572
O -0.7768 -1.5541 -2.8551
I -1.5565 -2.8643 0.9723
Mn -0.5422 -1.0166 -0.2679
P -2.5870 0.3496 -0.2948
C -3.7340 0.0588 1.0901
C -2.3565 2.1511 -0.2560
H -3.3456 2.6280 -0.2790
H -4.5614 0.5620 -1.6619
H -1.7746 2.4813 -1.1232
H -3.0743 0.4531 -2.6663
H -3.2711 0.3930 2.0260
H -1.8332 2.4492 0.6600
C -3.5914 0.0606 -1.7815
H -4.6616 0.6200 0.9087
H -3.7430 -1.0184 -1.9099
H -3.9499 -1.0131 1.1710
P 1.7218 -1.9668 -0.2025
C 2.0694 -3.0475 1.2229
C 2.0770 -3.0036 -1.6526
H 3.0785 -0.1351 -1.0376
H 4.0416 -1.3479 -0.1392
H 3.0368 -0.1609 0.7472
C 3.0996 -0.7826 -0.1540
H 2.1400 -2.3797 -2.5536
H 3.0288 -3.5285 -1.4934
H 3.0554 -3.5135 1.0848
H 1.2931 -3.8185 1.2978
H 1.2663 -3.7314 -1.7818
H 2.0611 -2.4533 2.1443
Cl 0.4108 0.6895 -2.0399
N 1.2568 2.3528 0.4968
C 0.9076 1.7423 1.6344
N 1.2174 2.3529 2.7844
S 0.0849 0.2204 1.7299
H 1.7387 3.2472 0.5276
H 1.0457 1.9314 -0.4082
H 0.9652 1.9143 3.6599
H 1.6972 3.2444 2.8001
```

Entry 10:
An isolated ion of composition C6H16N3S and charge +1 in a non-equilibrium geometry, computed with ωB97M-V/def2-TZVPD.

Computed properties:
* HOMO-LUMO gap: 9.8 eV
* SMILES string: C/[NH+]=C(/N(C)C)N(C)SC
* energy relative to the best compared isomer or geometry (same formula, charge and spin): 67.0 kcal per mole
* charge: +1

```
26
C6H16N3S | the Open Molecules 2025 dataset | ωB97M-V/def2-TZVPD
C -0.6069 -2.3828 -0.4931
N -1.1592 -1.0407 -0.2722
C -0.4406 -0.0618 0.1427
N -1.0050 1.1372 0.1841
C -0.4062 2.1745 1.0302
C -2.1297 1.5552 -0.6129
N 0.9333 -0.2332 0.5243
C 1.1689 -0.8571 1.8581
S 2.1170 0.7051 -0.3004
C 2.3410 -0.2120 -1.8967
H 0.3494 -2.2438 -0.1456
H -0.8743 -2.6780 -1.4496
H -0.9006 -3.1004 0.1741
H -2.2073 -1.0894 -0.2910
H 0.4894 2.7506 0.7137
H -1.2548 2.8018 1.2699
H 0.0176 1.7091 1.8608
H -2.0944 2.5405 -0.7381
H -2.3460 1.1967 -1.5830
H -3.0592 1.1565 0.0101
H 0.6197 -0.2165 2.5079
H 1.0410 -1.9025 1.7621
H 2.2182 -0.7206 2.1699
H 1.9759 -1.1993 -1.8358
H 3.4002 -0.1473 -1.9788
H 1.8126 0.3583 -2.6107
```

Entry 11:
A 3-piece molecular cluster, CH10N3O2 overall in a non-equilibrium geometry, computed with ωB97M-V/def2-TZVPD.

Computed properties:
* HOMO-LUMO gap: 12.2 eV
* energy relative to the best compared isomer or geometry (same formula, charge and spin): 16.8 kcal per mole
* charge: +1

```
16
CH10N3O2 | the Open Molecules 2025 dataset | ωB97M-V/def2-TZVPD
N -0.0821 -0.3336 1.8403
C 0.9845 0.4308 1.6113
N 1.3108 0.7726 0.3838
N 1.7635 0.7297 2.6913
H -0.3690 -0.8016 0.9878
H -0.6010 -0.4815 2.6805
H 2.1996 1.1207 0.0712
H 0.5639 0.7097 -0.3105
H 2.5844 1.2857 2.5101
H 1.2602 1.0668 3.5007
H -1.0494 -0.4142 -2.0187
H -1.8457 0.1678 -0.8784
O -0.9398 -0.0177 -1.1384
H -2.4120 -0.8504 -3.8740
H -1.7437 -2.0036 -4.3982
O -1.6241 -1.3813 -3.6586
```

Entry 12:
C19H27F3N4PtS as an isolated structure, computed with ωB97M-V/def2-TZVPD.

Computed properties:
* HOMO-LUMO gap: 7.4 eV
* energy relative to the best compared isomer or geometry (same formula, charge and spin): 7.0 kcal per mole
* charge: +2

```
55
C19H27F3N4PtS | the Open Molecules 2025 dataset | ωB97M-V/def2-TZVPD
Pt -0.7825 0.4255 0.1504
F 4.3521 -3.0013 -0.8871
C 3.4476 -2.0330 -0.7403
F 4.0032 -0.8896 -1.1791
F 3.2328 -1.8855 0.5841
C 2.1701 -2.3521 -1.4765
C 2.0379 -3.5597 -2.1430
C 0.8455 -3.8558 -2.7785
C -0.1781 -2.9289 -2.7093
N -0.0682 -1.7543 -2.0832
C 1.0918 -1.4626 -1.4877
S 1.2493 0.1511 -0.7620
H 2.8602 -4.2615 -2.1523
H 0.7071 -4.7900 -3.3028
H -1.1380 -3.1407 -3.1669
C 1.9913 1.8021 4.7369
N 1.9616 1.8019 3.2457
C 0.8797 2.6887 2.7361
C 1.9003 0.4042 2.6336
C 0.6024 -0.3047 2.8826
C 0.4556 -0.9895 4.0900
C -0.7136 -1.6566 4.4161
C -1.7590 -1.6704 3.5078
C -1.6003 -1.0421 2.2800
C -0.4388 -0.3368 1.9420
H 2.1552 2.8202 5.0810
H 2.7989 1.1583 5.0756
H 1.0370 1.4332 5.1008
H 2.8497 2.1925 2.9304
H -0.0698 2.3068 3.1007
H 0.8878 2.6636 1.6489
H 1.0514 3.6969 3.1046
H 2.7385 -0.1396 3.0684
H 2.0877 0.5395 1.5728
H 1.2866 -1.0187 4.7861
H -0.7963 -2.1798 5.3587
H -2.6759 -2.1991 3.7311
H -2.4099 -1.1351 1.5552
N -2.9523 1.8908 -4.2038
C -1.6411 2.5340 -3.8315
C -1.3842 2.3479 -2.3439
N -1.4400 0.9417 -1.9359
C -2.7063 0.3064 -2.3201
C -2.9904 0.4366 -3.8073
H -3.1120 1.9828 -5.2088
H -3.7195 2.3884 -3.7446
H -1.6917 3.5856 -4.1074
H -0.8763 2.0434 -4.4334
H -2.1091 2.9151 -1.7546
H -0.3945 2.7403 -2.1135
H -0.6752 0.4148 -2.3663
H -3.5181 0.7488 -1.7363
H -2.6405 -0.7511 -2.0681
H -3.9703 0.0431 -4.0714
H -2.2291 -0.0661 -4.4041
```